(1)
60
Properties=species:S:1:pos:R:3:forces:R:3:nbo_charge:R:1 method="wB97M-V/def2-TZVPD" e_tot_ev=-40153.275 homo_ev=-10.75 charge=+1 e_lumo_ev=-7.2
O 8.330308 -1.444542 -2.643169 -0.56 0.07 0.74 -0.552
C 8.279487 -1.065433 -1.504601 0.90 0.61 -0.29 0.798
O 9.425427 -0.562543 -0.941924 -0.84 -0.60 0.22 -0.663
C 7.005861 -1.060596 -0.636478 -0.14 -0.02 -0.04 -0.543
C 5.930037 -0.071612 -1.096041 -0.28 -0.52 -0.02 0.014
C 4.640803 -0.538375 -1.156619 -0.44 0.74 -0.37 -0.191
C 3.561723 0.331227 -1.561365 0.55 -0.94 0.32 -0.029
C 2.156407 -0.197642 -1.576637 -0.51 1.12 0.22 -0.086
C 1.081710 0.706587 -1.428262 -0.65 -0.93 -0.07 -0.137
C -0.224227 0.176148 -1.421187 1.34 0.32 0.02 -0.275
C -0.358888 -1.204385 -1.556798 -1.67 0.19 -0.08 0.024
N 0.618333 -2.088959 -1.712430 0.19 0.81 0.28 -0.397
C 1.835624 -1.558393 -1.698432 1.31 -0.13 -0.22 0.054
C 3.855397 1.626324 -1.896666 -0.36 0.36 -0.09 -0.187
C 5.179566 2.158747 -1.850786 -1.64 -0.92 0.03 0.116
N 5.347637 3.468520 -2.224603 1.44 -0.83 0.48 -0.386
C 6.594098 3.790678 -2.128955 0.01 0.75 -0.25 0.560
F 6.917207 5.039132 -2.498313 0.06 -0.39 0.19 -0.301
C 7.679809 2.969296 -1.667292 0.28 0.05 -0.09 -0.024
N 7.501810 1.726436 -1.310811 -0.61 0.86 -0.35 -0.359
C 6.206217 1.296233 -1.425983 0.46 -0.51 0.23 0.146
H 9.249465 -0.322923 -0.021252 0.07 0.12 -0.20 0.479
H 6.574851 -2.073343 -0.718961 0.21 0.42 -0.03 0.250
H 7.190455 -0.900829 0.440592 0.28 0.05 -0.44 0.226
H 4.415090 -1.573787 -0.894359 0.19 0.34 -0.06 0.215
H 1.216148 1.783178 -1.311638 0.14 -0.39 -0.02 0.222
H -1.072528 0.858863 -1.314091 0.17 -0.47 -0.07 0.210
H -1.385433 -1.601560 -1.566007 0.47 -0.05 -0.01 0.177
H 2.675634 -2.255776 -1.819042 -0.49 0.14 -0.02 0.197
H 3.044576 2.295620 -2.200443 0.49 -0.12 -0.03 0.221
H 8.688881 3.393758 -1.636348 -0.40 -0.11 0.02 0.224
C -6.232387 1.174601 1.135173 0.10 0.05 0.52 -0.637
C -5.539383 -0.033938 0.456187 -2.58 3.37 -0.76 0.097
C -6.294059 -1.332523 0.795795 0.76 -1.09 0.70 -0.405
C -6.079449 -1.809630 2.232522 0.09 0.27 0.03 -0.414
C -4.591432 -1.921509 2.564102 -0.95 -0.50 -1.08 -0.404
C -3.800263 -0.633156 2.273127 1.55 1.94 3.59 0.097
N -4.090376 -0.118071 0.882487 -1.34 -6.47 -0.85 0.328
O -3.491414 -0.804390 0.086346 1.00 2.02 -0.31 -0.078
C -4.131889 0.442207 3.331194 -0.51 0.28 -0.13 -0.638
C -2.302475 -0.896160 2.491032 0.23 -0.29 -1.02 -0.625
C -5.680575 0.259342 -1.044684 0.89 -0.53 -0.33 -0.623
H -6.657202 0.936679 2.107650 0.14 0.00 0.04 0.222
H -5.547510 2.016198 1.248907 -0.02 -0.02 0.01 0.231
H -7.067796 1.529484 0.534980 0.12 -0.16 -0.16 0.248
H -5.976903 -2.129768 0.114251 0.15 0.16 -0.09 0.229
H -7.359558 -1.184461 0.616955 0.12 0.41 -0.14 0.261
H -6.574094 -1.138117 2.937895 0.00 -0.01 -0.02 0.215
H -6.552572 -2.784808 2.363917 0.02 0.03 -0.03 0.256
H -4.470149 -2.188365 3.614087 0.26 0.36 0.02 0.260
H -4.167547 -2.750977 1.987253 0.16 0.16 -0.10 0.229
H -3.652397 1.392106 3.088502 0.00 -0.04 0.00 0.231
H -3.763014 0.133092 4.307482 0.13 -0.15 -0.15 0.247
H -5.194684 0.620513 3.464898 -0.01 0.02 -0.10 0.223
H -1.925635 -1.718296 1.881637 -0.03 0.08 -0.08 0.239
H -2.118623 -1.167586 3.527997 -0.27 0.08 0.02 0.249
H -1.709905 -0.006558 2.269165 -0.03 -0.01 0.01 0.237
H -5.147085 1.171672 -1.318337 -0.03 0.00 0.03 0.236
H -6.728700 0.397040 -1.300262 -0.01 -0.01 0.28 0.250
H -5.314411 -0.554672 -1.671363 0.10 0.03 0.07 0.236


(2)
47
Properties=species:S:1:pos:R:3:forces:R:3:nbo_charge:R:1 method="wB97M-V/def2-TZVPD" e_tot_ev=-52195.891 smiles="C#CC[C@](C)(O[C@H](CCCCl)[PH2]=O)[C@@H](OC)P(C)CC" homo_ev=-8.56 charge=0 e_lumo_ev=0.7
C -3.739293 0.414661 2.792637 -0.13 0.04 0.02 -0.221
C -3.145992 -0.172183 1.934545 0.11 0.01 0.08 -0.017
C -2.350913 -0.866105 0.931366 -0.03 0.11 0.02 -0.544
C -0.831508 -0.771423 1.198376 -0.03 -0.72 0.23 0.277
C -0.565418 -1.490918 2.519274 0.02 0.37 0.18 -0.620
O -0.356555 0.544716 1.455593 -0.21 0.12 -0.30 -0.543
C -0.151683 1.487864 0.422002 -0.02 0.29 0.05 -0.204
C 0.782556 2.552492 0.991305 0.20 -0.23 0.04 -0.427
C 1.336905 3.503253 -0.075532 -0.11 0.14 0.23 -0.436
C 2.818062 3.760764 0.088848 -0.12 -0.11 -0.04 -0.339
Cl 3.789313 2.299065 -0.301492 0.03 -0.06 -0.02 -0.101
P -1.652362 2.408342 -0.189075 0.00 0.59 0.19 1.485
O -1.774839 3.783953 0.361279 0.05 -0.10 0.02 -1.097
C -0.038087 -1.484179 0.063300 0.15 -0.08 -0.33 -0.194
O 0.017863 -2.883161 0.300758 -0.04 -0.06 0.02 -0.572
C 1.321854 -3.373745 0.550669 -0.10 0.16 0.01 -0.240
P -0.689436 -1.134047 -1.663715 -0.21 0.62 0.01 0.738
C -1.599882 -2.683150 -2.050433 0.07 0.26 0.18 -0.926
C 0.791225 -1.269614 -2.754317 0.12 -0.15 0.07 -0.709
C 1.973628 -0.363358 -2.378838 -0.16 0.01 -0.41 -0.616
H -4.282485 0.928458 3.547020 -0.01 0.04 0.01 0.238
H -2.611672 -0.494875 -0.059215 0.02 0.04 -0.08 0.243
H -2.607928 -1.927246 0.949303 0.02 -0.06 -0.07 0.247
H 0.502906 -1.513230 2.725464 0.05 -0.13 -0.02 0.212
H -0.988279 -2.489509 2.524976 0.12 -0.11 -0.05 0.221
H -1.033265 -0.914574 3.315540 -0.03 0.04 0.01 0.235
H 0.352299 1.070750 -0.451477 -0.08 -0.25 -0.05 0.195
H 0.270323 3.105605 1.775240 -0.04 0.05 0.02 0.239
H 1.598749 1.996104 1.456083 0.05 -0.02 0.00 0.222
H 1.138278 3.126650 -1.081104 0.07 0.00 -0.09 0.203
H 0.831668 4.465716 0.008331 -0.09 0.02 -0.09 0.245
H 3.165769 4.545544 -0.573986 0.06 0.05 0.00 0.217
H 3.049144 4.008285 1.120777 0.08 0.10 0.02 0.212
H -2.794786 1.637688 0.056161 0.08 -0.26 -0.16 -0.067
H -1.481308 2.394994 -1.588005 -0.08 -0.23 -0.04 -0.093
H 0.977802 -1.079664 0.084130 0.01 0.10 0.16 0.210
H 1.227573 -4.435381 0.758482 0.04 -0.08 -0.04 0.199
H 1.967890 -3.214515 -0.317206 0.06 -0.08 -0.04 0.169
H 1.772538 -2.878175 1.414097 0.03 -0.02 0.05 0.172
H -0.939852 -3.442120 -2.463747 -0.04 -0.09 -0.02 0.227
H -2.403742 -2.441796 -2.740637 -0.01 -0.13 -0.14 0.234
H -2.030646 -3.061449 -1.126625 -0.07 -0.10 -0.02 0.244
H 1.105537 -2.309085 -2.869728 0.03 -0.06 0.19 0.210
H 0.422200 -0.964280 -3.734235 -0.04 -0.09 -0.09 0.233
H 2.905263 -0.823887 -2.700432 0.11 0.00 0.11 0.221
H 1.906795 0.586598 -2.907049 -0.04 0.12 0.11 0.216
H 2.043789 -0.139831 -1.318706 0.12 -0.06 0.09 0.203